[1]
{"formula": "C48H62Cl3N8O4S2Sc", "method": "ωB97M-V/def2-TZVPD", "elements": ["Sc", "O", "C", "O", "C", "C", "C", "C", "C", "C", "C", "C", "C", "N", "H", "H", "H", "H", "H", "H", "Cl", "C", "Cl", "H", "H", "N", "S", "C", "C", "C", "C", "C", "C", "C", "C", "C", "C", "C", "C", "H", "H", "H", "H", "H", "H", "H", "H", "H", "H", "H", "C", "C", "C", "C", "C", "O", "C", "C", "C", "C", "C", "C", "Cl", "C", "C", "C", "N", "C", "N", "C", "N", "H", "H", "H", "H", "H", "H", "H", "H", "H", "H", "H", "H", "H", "H", "H", "H", "H", "H", "H", "H", "H", "H", "C", "N", "C", "C", "S", "N", "C", "C", "H", "H", "H", "H", "H", "H", "H", "H", "H", "H", "H", "H", "C", "N", "C", "C", "C", "O", "H", "H", "H", "H", "H", "H", "H", "H", "H"], "coordinates": [[0.08, -0.57, 0.65], [0.12, -3.29, -1.84], [0.71, -2.58, -1.05], [0.71, -1.26, -1.06], [1.41, -3.13, 0.14], [1.49, -4.44, 0.35], [1.92, -4.93, 1.63], [2.50, -3.90, 2.63], [3.45, -3.67, 4.92], [3.48, -2.35, 5.11], [3.72, -1.38, 4.04], [3.39, -1.48, 2.74], [2.59, -2.51, 2.08], [1.97, -2.16, 0.99], [1.23, -5.12, -0.45], [2.30, -5.94, 1.68], [3.28, -4.35, 5.75], [3.38, -1.95, 6.12], [4.20, -0.45, 4.34], [3.63, -0.65, 2.09], [0.06, 0.06, 5.41], [0.46, 1.43, 4.39], [1.27, 0.94, 2.88], [1.17, 2.06, 4.91], [-0.44, 1.94, 4.11], [-0.29, -1.96, 2.35], [-0.44, -3.55, 2.57], [-1.22, -3.64, 4.16], [-2.56, -4.00, 4.18], [-3.24, -3.98, 5.39], [-2.57, -3.61, 6.56], [-1.22, -3.26, 6.52], [-0.54, -3.27, 5.31], [1.15, -4.51, 2.88], [3.69, -4.27, 3.55], [4.04, -5.73, 3.63], [3.22, -6.70, 4.01], [1.78, -6.56, 4.29], [0.93, -5.63, 3.86], [-0.17, -1.51, 3.26], [-3.07, -4.29, 3.26], [-4.28, -4.27, 5.43], [-3.10, -3.60, 7.50], [-0.70, -2.99, 7.43], [0.52, -3.01, 5.28], [4.54, -3.75, 3.11], [5.08, -5.98, 3.43], [3.63, -7.70, 4.13], [1.35, -7.36, 4.89], [-0.11, -5.78, 4.15], [4.47, 2.91, -5.51], [3.73, 3.82, -4.51], [4.57, 3.97, -3.24], [3.60, 5.22, -5.15], [2.33, 3.24, -4.16], [1.68, 4.04, -3.18], [1.48, 3.08, -5.44], [-0.04, 2.92, -5.30], [-0.81, 4.22, -5.07], [-0.73, 5.23, -6.02], [-1.42, 6.43, -5.87], [-2.21, 6.62, -4.75], [-3.08, 8.10, -4.54], [-2.32, 5.62, -3.80], [-1.62, 4.43, -3.97], [2.50, 1.82, -3.52], [2.14, 1.66, -2.10], [0.96, 1.43, -1.56], [1.08, 1.29, -0.24], [2.43, 1.49, -0.04], [3.10, 1.72, -1.13], [5.45, 3.35, -5.73], [3.93, 2.82, -6.46], [4.65, 1.91, -5.11], [5.55, 4.39, -3.49], [4.75, 3.01, -2.73], [4.09, 4.64, -2.52], [4.60, 5.66, -5.23], [3.01, 5.91, -4.55], [3.18, 5.19, -6.16], [1.58, 4.94, -3.52], [1.87, 2.20, -5.96], [1.65, 3.92, -6.11], [-0.30, 2.18, -4.53], [-0.40, 2.51, -6.24], [-0.12, 5.09, -6.91], [-1.34, 7.21, -6.62], [-2.95, 5.79, -2.94], [-1.71, 3.66, -3.20], [3.54, 1.51, -3.54], [1.93, 1.08, -4.08], [0.05, 1.33, -2.12], [2.90, 1.49, 0.92], [-2.36, 3.79, 1.17], [-3.45, 2.80, 1.07], [-4.51, 3.20, 0.13], [-3.36, 1.57, 1.58], [-1.86, 0.91, 2.09], [-4.50, 0.85, 1.72], [-4.46, -0.60, 1.85], [-5.77, 1.47, 2.15], [-2.80, 4.78, 1.15], [-1.66, 3.68, 0.35], [-1.82, 3.66, 2.10], [-4.05, 3.70, -0.72], [-5.23, 3.88, 0.57], [-5.04, 2.32, -0.25], [-3.53, -0.99, 1.46], [-5.30, -1.02, 1.30], [-4.55, -0.90, 2.90], [-5.62, 2.51, 2.40], [-6.11, 0.95, 3.04], [-6.54, 1.38, 1.39], [-2.91, -3.52, -0.12], [-2.78, -2.71, -1.33], [-3.19, -3.34, -2.60], [-2.20, -1.54, -1.32], [-2.07, -0.78, -2.60], [-1.73, -1.04, -0.25], [-3.96, -3.75, 0.06], [-2.52, -2.97, 0.72], [-2.35, -4.44, -0.23], [-3.61, -4.32, -2.38], [-2.33, -3.47, -3.26], [-3.95, -2.76, -3.11], [-3.02, -0.73, -3.13], [-1.34, -1.29, -3.24], [-1.73, 0.22, -2.39]], "gap_ev": 7.00, "total_charge": 2, "largest_force_ha_per_bohr": 0.0221, "e_above_lowest_ev": 5.181}

***

[2]
{"formula": "C4H8O", "method": "ωB97M-V/def2-TZVPD", "elements": ["O", "C", "C", "C", "C", "H", "H", "H", "H", "H", "H", "H", "H"], "coordinates": [[-1.09, 0.18, -1.93], [-0.06, -0.62, -1.47], [1.04, -0.27, -0.64], [0.32, -0.35, 1.77], [-0.50, 0.69, 1.55], [-0.94, 1.08, -1.60], [0.86, -0.56, -2.19], [-0.38, -1.67, -1.48], [1.10, 0.84, -0.64], [-0.01, -1.37, 1.62], [1.34, -0.22, 2.11], [-1.52, 0.55, 1.21], [-0.16, 1.72, 1.69]], "gap_ev": 9.84, "largest_force_ha_per_bohr": 0.0108, "e_above_lowest_ev": 4.945}

***

[3]
{"formula": "C18H39BF4MnN3O3PSSi", "method": "ωB97M-V/def2-TZVPD", "elements": ["Mn", "C", "C", "C", "C", "O", "Si", "S", "O", "C", "C", "C", "C", "O", "C", "C", "C", "C", "H", "H", "H", "H", "H", "H", "H", "H", "H", "H", "H", "H", "H", "H", "H", "H", "H", "H", "H", "H", "H", "H", "H", "H", "H", "H", "H", "F", "B", "F", "F", "F", "C", "N", "C", "N", "C", "N", "C", "P", "C", "C", "H", "H", "H", "H", "H", "H", "H", "H", "H", "H", "H", "H"], "coordinates": [[0.40, 0.35, 1.08], [0.30, -2.77, -1.31], [-0.60, -2.46, -0.12], [0.03, -2.91, 1.18], [-1.99, -3.07, -0.31], [-0.73, -1.01, -0.01], [-1.66, 0.14, -0.86], [-0.77, 1.91, -0.27], [-3.24, -0.03, -0.50], [-4.05, 0.31, 0.65], [-5.20, -0.68, 0.64], [-4.56, 1.73, 0.44], [-3.26, 0.21, 1.94], [-1.53, -0.34, -2.41], [-2.22, 0.11, -3.60], [-3.39, -0.84, -3.81], [-1.21, 0.00, -4.73], [-2.70, 1.54, -3.44], [0.48, -3.84, -1.36], [1.26, -2.27, -1.19], [-0.15, -2.43, -2.24], [0.13, -4.00, 1.20], [-0.57, -2.61, 2.04], [1.03, -2.50, 1.30], [-1.91, -4.15, -0.42], [-2.47, -2.67, -1.20], [-2.62, -2.85, 0.55], [-5.73, -0.64, -0.31], [-5.90, -0.46, 1.45], [-4.82, -1.70, 0.77], [-5.13, 1.80, -0.48], [-3.72, 2.43, 0.39], [-5.20, 2.03, 1.27], [-2.83, -0.79, 2.07], [-3.91, 0.40, 2.79], [-2.45, 0.94, 1.98], [-3.03, -1.86, -3.94], [-3.96, -0.56, -4.71], [-4.06, -0.80, -2.95], [-0.84, -1.03, -4.81], [-0.37, 0.66, -4.56], [-1.67, 0.27, -5.68], [-3.43, 1.63, -2.63], [-3.18, 1.88, -4.36], [-1.87, 2.21, -3.22], [1.07, -1.51, 4.23], [0.62, -0.22, 4.40], [-0.44, -0.09, 5.25], [1.65, 0.68, 4.64], [0.10, 0.18, 3.02], [5.20, 2.45, -0.06], [4.51, 2.85, 1.16], [5.17, 2.21, 2.30], [5.27, 0.75, 2.19], [5.93, 0.42, 0.93], [5.29, 1.00, -0.25], [3.99, 0.40, -0.51], [2.86, 0.68, 0.91], [3.09, 2.50, 1.11], [3.95, 0.12, 2.28], [6.22, 2.84, -0.03], [4.69, 2.89, -0.92], [4.64, 2.46, 3.22], [6.19, 2.61, 2.37], [5.97, -0.67, 0.82], [6.95, 0.80, 0.97], [4.09, -0.68, -0.68], [3.54, 0.82, -1.42], [2.59, 2.83, 2.02], [2.61, 3.01, 0.27], [4.06, -0.97, 2.23], [3.47, 0.34, 3.24]], "spin_multiplicity": 6, "gap_ev": [9.00, 9.07], "largest_force_ha_per_bohr": 0.0121, "e_above_lowest_ev": 0.000}

***

| no. | total energy (a.u.) |
| --- | --- |
| 1 | -5542.5660 |
| 2 | -232.2639 |
| 3 | -3704.1033 |